149
Properties=species:S:1:pos:R:3:mulliken_charge:R:1 method="wB97M-V/def2-TZVPD" smiles="CCCC[C@]1(COc2ccccc2)[C@@H](C[SH](=O)=O)[C@@H](S)O[C@@]1(CCCCCCCOC)CCCC(=O)OCC.Fc1ccccc1.Fc1ccccc1.Fc1ccccc1.Fc1ccccc1.Fc1ccccc1" e_lumo_ha=0.005 charge=0 de_lowest_kcal_mol=0.0 homo_lumo_gap_ev=8.61 energy_ha=-4153.1293 largest_force_ha_per_bohr=0.13247
C -3.552 2.555 2.676 -0.815
C -2.067 2.015 3.101 -0.431
C -1.354 1.414 1.775 0.341
C -0.052 2.231 1.282 -0.071
C 0.057 2.358 -0.348 2.871
C -0.033 0.849 -0.933 -1.494
O 0.637 -0.143 -0.119 -0.107
C 1.133 -1.244 -0.887 0.759
C 0.560 -1.780 -2.242 0.065
C 1.231 -2.976 -3.013 -0.852
C 2.508 -3.704 -2.468 -0.606
C 3.078 -3.226 -1.089 -0.478
C 2.403 -2.014 -0.309 -0.337
C 1.440 2.971 -0.897 0.523
C 2.769 2.060 -0.970 -1.138
S 3.580 1.983 0.717 1.197
O 5.076 2.344 0.582 -0.706
O 3.525 0.607 1.347 -0.595
C 1.148 3.530 -2.381 -0.508
S 1.702 2.568 -3.872 -0.049
O -0.267 3.899 -2.273 -0.485
C -0.927 3.491 -1.013 0.629
C -1.240 4.814 -0.108 -0.674
C -0.011 5.853 -0.008 -0.476
C 0.749 5.854 1.432 0.414
C 1.064 7.367 1.971 -0.872
C 1.742 7.404 3.436 -0.623
C 1.761 5.994 4.218 0.232
C 2.149 6.139 5.803 -0.640
O 2.805 4.883 6.213 -0.394
C 1.822 4.020 6.889 -0.526
C -2.396 3.033 -1.492 -0.628
C -2.394 2.130 -2.854 -0.237
C -3.497 0.974 -2.639 -0.333
C -3.090 -0.455 -3.267 0.485
O -2.304 -0.638 -4.241 -0.556
O -3.745 -1.608 -2.657 -0.418
C -3.037 -2.012 -1.451 1.022
C -3.910 -1.892 -0.093 -0.687
H -3.785 3.470 3.327 0.294
H -4.356 1.729 2.840 0.271
H -3.592 2.784 1.539 0.134
H -2.270 1.113 3.809 0.332
H -1.410 2.821 3.582 0.135
H -2.131 1.214 0.930 -0.439
H -0.976 0.353 2.073 0.215
H 0.875 1.661 1.686 0.433
H -0.042 3.256 1.805 -0.718
H -1.166 0.583 -0.969 -0.209
H 0.326 0.903 -2.027 0.124
H -0.384 -1.251 -2.660 0.214
H 0.826 -3.347 -4.033 0.373
H 3.056 -4.566 -3.011 0.315
H 4.020 -3.733 -0.640 0.436
H 2.898 -1.742 0.693 0.347
H 1.730 3.734 -0.063 -0.937
H 3.525 2.646 -1.636 0.625
H 2.641 1.036 -1.469 0.180
H 2.882 2.852 1.562 -0.069
H 1.789 4.502 -2.421 0.490
H 3.050 2.869 -4.032 0.185
H -1.578 4.479 0.956 0.133
H -2.142 5.422 -0.518 0.544
H 0.777 5.760 -0.834 0.060
H -0.456 6.925 -0.116 0.455
H 0.020 5.386 2.183 -0.142
H 1.782 5.330 1.394 -0.058
H 1.719 7.923 1.189 0.277
H 0.040 7.896 2.054 0.324
H 2.849 7.746 3.346 0.261
H 1.223 8.164 4.150 0.313
H 2.443 5.212 3.731 0.034
H 0.666 5.598 4.224 0.063
H 1.192 6.247 6.447 0.322
H 2.875 7.006 6.003 0.305
H 0.817 4.001 6.306 0.206
H 1.684 4.296 8.001 0.260
H 2.242 2.951 6.862 0.235
H -3.103 3.926 -1.733 0.548
H -2.887 2.495 -0.596 -0.523
H -2.751 2.767 -3.754 0.587
H -1.349 1.741 -3.138 0.035
H -4.483 1.312 -3.137 0.548
H -3.763 0.767 -1.531 -0.108
H -2.786 -3.144 -1.561 0.012
H -2.037 -1.477 -1.284 -0.603
H -4.578 -2.829 0.088 0.055
H -3.219 -1.844 0.843 0.008
H -4.604 -0.979 -0.055 0.285
F -4.224 -2.794 2.724 -0.151
C -3.472 -3.532 3.557 0.047
C -3.832 -3.634 4.892 -0.529
C -3.054 -4.404 5.753 -0.435
C -1.919 -5.054 5.269 -0.736
C -1.565 -4.939 3.927 -0.360
C -2.348 -4.179 3.065 0.185
H -4.713 -3.115 5.251 0.428
H -3.331 -4.498 6.798 0.373
H -1.311 -5.650 5.942 0.373
H -0.681 -5.441 3.554 0.525
H -2.092 -4.086 2.015 0.311
F 7.308 -3.168 -2.149 -0.295
C 7.658 -2.001 -1.583 0.243
C 6.693 -1.235 -0.947 -0.388
C 7.056 -0.028 -0.356 -0.230
C 8.380 0.404 -0.419 -0.639
C 9.340 -0.371 -1.065 -0.341
C 8.979 -1.584 -1.646 -0.442
H 5.666 -1.584 -0.916 0.550
H 6.309 0.576 0.149 0.376
H 8.662 1.347 0.038 0.414
H 10.370 -0.031 -1.116 0.361
H 9.715 -2.204 -2.145 0.411
F 0.266 -5.407 1.787 -0.370
C -0.220 -6.089 0.737 -0.020
C -0.669 -5.395 -0.376 0.353
C -1.168 -6.102 -1.467 -0.786
C -1.221 -7.494 -1.426 -0.612
C -0.771 -8.180 -0.301 -0.444
C -0.262 -7.475 0.785 -0.365
H -0.628 -4.312 -0.386 0.594
H -1.515 -5.569 -2.346 0.460
H -1.614 -8.045 -2.276 0.398
H -0.817 -9.264 -0.270 0.366
H 0.101 -7.992 1.666 0.437
F 2.989 -0.548 -10.090 -0.312
C 3.436 -0.113 -8.902 0.348
C 2.525 0.220 -7.911 -0.710
C 2.989 0.667 -6.677 0.065
C 4.360 0.785 -6.453 -0.350
C 5.266 0.452 -7.457 -0.396
C 4.802 -0.005 -8.687 -0.423
H 1.463 0.130 -8.107 0.427
H 2.285 0.923 -5.892 0.179
H 4.722 1.137 -5.491 0.376
H 6.332 0.548 -7.281 0.371
H 5.493 -0.277 -9.476 0.405
F -7.671 -7.058 -0.248 -0.304
C -7.955 -5.993 0.517 0.257
C -6.920 -5.207 1.003 -0.454
C -7.215 -4.100 1.792 -0.084
C -8.541 -3.796 2.096 -0.704
C -9.572 -4.595 1.607 -0.272
C -9.278 -5.697 0.808 -0.455
H -5.894 -5.464 0.763 0.521
H -6.413 -3.474 2.171 0.345
H -8.770 -2.935 2.715 0.377
H -10.604 -4.360 1.847 0.359
H -10.068 -6.324 0.411 0.401


200
Properties=species:S:1:pos:R:3:mulliken_charge:R:1 method="wB97M-V/def2-TZVPD" e_lumo_ha=0.006 charge=0 de_lowest_kcal_mol=9.1 homo_lumo_gap_ev=10.75 energy_ha=-6848.9134 largest_force_ha_per_bohr=0.09042
C -6.161 -38.190 -11.444 -0.421
C -5.488 -36.869 -11.190 0.075
O -6.189 -35.966 -12.061 -0.186
C -7.364 -36.518 -12.383 0.703
O -8.213 -36.025 -13.059 -0.565
O -7.474 -37.752 -11.864 -0.376
H -6.299 -38.824 -10.525 0.284
H -5.758 -38.708 -12.318 0.298
H -4.478 -36.987 -11.528 0.299
H -5.556 -36.406 -10.203 -0.084
C -4.513 -26.395 -4.721 0.193
C -4.922 -27.005 -3.395 0.257
O -6.351 -26.672 -3.338 -0.396
C -6.792 -26.587 -4.615 0.503
O -7.956 -26.555 -4.993 -0.571
O -5.763 -26.458 -5.478 0.032
H -3.706 -26.883 -5.252 -0.361
H -4.187 -25.326 -4.668 0.344
H -4.400 -26.768 -2.461 0.332
H -4.911 -28.113 -3.504 -0.314
C -11.241 -27.569 -13.914 0.185
C -12.069 -28.726 -14.534 -0.443
O -11.109 -29.418 -15.198 -0.354
C -9.914 -29.219 -14.715 0.343
O -8.906 -29.907 -14.985 -0.632
O -9.912 -28.236 -13.794 0.398
H -11.588 -27.203 -12.925 -0.441
H -11.070 -26.670 -14.463 0.460
H -12.943 -28.376 -15.132 0.347
H -12.394 -29.423 -13.731 0.283
C -1.232 -22.096 -11.926 -0.171
C -1.916 -22.473 -13.308 0.148
O -3.016 -21.499 -13.255 -0.329
C -3.348 -21.242 -12.034 0.794
O -4.456 -20.790 -11.743 -0.596
O -2.347 -21.630 -11.215 -0.384
H -0.564 -21.290 -12.062 0.335
H -0.794 -22.891 -11.357 0.164
H -2.487 -23.393 -13.388 -0.053
H -1.346 -22.147 -14.189 0.249
C -1.549 -29.665 0.596 -0.240
C -0.185 -29.351 -0.048 -0.196
O -0.534 -28.348 -0.986 -0.372
C -1.871 -28.176 -1.100 0.658
O -2.414 -27.642 -2.004 -0.466
O -2.506 -28.896 -0.140 -0.366
H -1.639 -29.302 1.658 0.249
H -1.869 -30.731 0.503 0.250
H 0.221 -30.157 -0.668 0.177
H 0.546 -28.861 0.571 0.292
C -6.085 -22.042 -13.943 0.894
C -5.761 -22.234 -15.453 -0.370
O -6.900 -22.924 -15.969 -0.392
C -7.866 -23.024 -15.012 0.643
O -8.904 -23.627 -15.090 -0.572
O -7.503 -22.443 -13.881 -0.348
H -5.991 -20.964 -13.586 0.481
H -5.533 -22.825 -13.435 -0.772
H -4.931 -22.880 -15.684 0.152
H -5.671 -21.258 -15.972 0.296
C -4.236 -24.693 -9.386 0.668
C -4.568 -25.414 -10.724 0.252
O -5.913 -24.958 -10.964 0.665
C -6.235 -23.922 -10.167 -0.111
O -7.278 -23.341 -10.164 -0.603
O -5.242 -23.635 -9.346 -0.418
H -3.229 -24.243 -9.347 0.205
H -4.394 -25.328 -8.455 -0.456
H -4.561 -26.491 -10.667 -0.302
H -3.860 -25.112 -11.528 -0.029
C -10.811 -23.395 -11.520 -0.396
C -9.812 -24.567 -11.673 1.052
O -10.657 -25.693 -11.308 0.550
C -11.960 -25.352 -11.398 0.369
O -12.812 -26.195 -11.384 -0.605
O -12.103 -24.058 -11.502 -0.435
H -10.676 -22.649 -12.268 0.370
H -10.705 -22.953 -10.517 0.362
H -9.015 -24.507 -10.926 -1.078
H -9.494 -24.783 -12.701 -0.200
C -8.397 -34.237 -8.685 -0.704
C -7.839 -33.633 -7.459 0.632
O -6.449 -34.013 -7.547 -0.355
C -6.146 -34.452 -8.800 0.713
O -5.013 -34.761 -9.145 -0.823
O -7.208 -34.473 -9.491 -0.136
H -9.110 -33.672 -9.237 0.268
H -8.762 -35.233 -8.527 0.300
H -8.317 -33.966 -6.537 0.572
H -7.863 -32.528 -7.514 -0.494
C -6.983 -32.953 -12.242 -0.193
C -7.397 -32.066 -13.423 -0.161
O -6.245 -31.130 -13.463 -0.195
C -5.598 -31.163 -12.350 -0.437
O -4.681 -30.444 -12.041 -0.602
O -6.112 -32.123 -11.527 0.330
H -6.479 -33.790 -12.611 0.286
H -7.841 -33.306 -11.674 0.199
H -8.310 -31.407 -13.296 -0.232
H -7.423 -32.671 -14.306 0.566
C -8.690 -29.402 -5.006 0.939
C -10.097 -28.887 -5.107 -0.282
O -10.768 -29.782 -6.050 -0.354
C -10.045 -30.893 -6.169 0.235
O -10.424 -31.773 -6.913 -0.621
O -8.910 -30.771 -5.535 0.167
H -8.399 -29.532 -3.981 0.616
H -7.927 -28.914 -5.627 -0.859
H -10.012 -27.923 -5.588 0.055
H -10.568 -28.797 -4.156 0.233
C -10.929 -28.746 -10.224 -0.377
C -10.789 -30.187 -9.809 -0.019
O -9.562 -30.555 -10.433 -0.210
C -8.926 -29.462 -10.854 -0.104
O -7.842 -29.437 -11.335 0.028
O -9.701 -28.362 -10.833 0.873
H -11.065 -28.122 -9.308 -0.036
H -11.778 -28.650 -10.892 0.491
H -11.550 -30.872 -10.197 0.318
H -10.663 -30.346 -8.738 -0.405
C -0.995 -27.286 -7.731 0.563
C 0.480 -27.429 -8.200 -0.270
O 0.565 -26.586 -9.409 -0.393
C -0.634 -25.995 -9.545 0.407
O -0.889 -25.332 -10.546 -0.552
O -1.492 -26.154 -8.569 -0.105
H -0.994 -26.910 -6.661 0.190
H -1.651 -28.128 -7.895 -0.331
H 0.717 -28.457 -8.480 0.225
H 1.142 -27.008 -7.461 0.310
C -10.202 -24.760 -7.319 -0.547
C -9.072 -24.315 -8.184 0.153
O -8.360 -25.580 -8.547 0.216
C -8.990 -26.593 -7.948 0.098
O -8.575 -27.719 -8.080 -0.477
O -10.129 -26.240 -7.317 -0.449
H -11.170 -24.417 -7.734 0.318
H -10.159 -24.450 -6.269 0.305
H -8.388 -23.741 -7.627 0.513
H -9.470 -23.818 -9.099 -0.466
C -5.375 -31.087 -3.762 0.987
C -5.765 -32.410 -4.459 0.017
O -6.979 -32.812 -3.767 -0.373
C -7.490 -31.777 -3.110 0.678
O -8.543 -31.761 -2.547 -0.585
O -6.686 -30.717 -3.199 -0.393
H -5.122 -30.405 -4.564 -0.921
H -4.670 -31.266 -2.913 0.353
H -4.998 -33.131 -4.326 0.511
H -5.847 -32.334 -5.566 -0.264
C -6.413 -27.495 -13.945 0.089
C -7.396 -26.295 -13.805 0.979
O -6.470 -25.158 -13.928 0.304
C -5.196 -25.571 -14.103 -0.025
O -4.281 -24.851 -14.136 -0.472
O -5.100 -26.928 -14.114 -0.338
H -6.586 -28.238 -14.732 0.148
H -6.501 -28.105 -13.063 -0.410
H -7.791 -26.325 -12.780 -0.676
H -8.104 -26.160 -14.636 0.290
C -5.435 -28.663 -9.165 0.572
C -6.238 -29.853 -8.608 1.674
O -5.704 -30.000 -7.257 -0.206
C -4.577 -29.362 -7.206 -0.707
O -3.845 -29.463 -6.254 0.001
O -4.390 -28.555 -8.212 0.252
H -6.070 -27.736 -9.125 -0.731
H -5.079 -28.822 -10.194 0.110
H -6.179 -30.660 -9.257 -0.639
H -7.268 -29.567 -8.457 -0.480
C -1.391 -31.578 -5.661 0.007
C -1.136 -30.155 -5.162 1.166
O -0.748 -30.346 -3.762 -0.342
C -0.953 -31.670 -3.458 0.580
O -0.756 -32.110 -2.349 -0.611
O -1.445 -32.323 -4.439 -0.389
H -0.512 -32.046 -6.219 0.077
H -2.340 -31.676 -6.187 0.112
H -2.073 -29.552 -5.242 -0.519
H -0.296 -29.715 -5.723 -0.065
C -1.666 -27.233 -13.925 1.361
C -1.704 -28.418 -14.827 -0.124
O -0.628 -28.175 -15.731 -0.401
C -0.225 -26.871 -15.599 0.520
O 0.579 -26.383 -16.303 -0.535
O -0.820 -26.293 -14.536 -0.280
H -1.410 -27.518 -12.923 0.028
H -2.586 -26.797 -13.830 -0.957
H -2.595 -28.446 -15.406 0.196
H -1.527 -29.366 -14.361 0.270
C -1.057 -33.715 -10.137 -0.548
C -2.376 -33.028 -10.572 0.415
O -2.501 -31.971 -9.660 0.409
C -1.257 -31.638 -9.242 0.011
O -1.003 -30.625 -8.678 -0.424
O -0.344 -32.539 -9.594 -0.374
H -0.429 -34.164 -10.904 0.353
H -1.267 -34.506 -9.446 0.257
H -3.212 -33.682 -10.406 -0.234
H -2.294 -32.705 -11.612 0.159